The following is a DFT calculation (ωB97M-V/def2-TZVPD) of the molecule C20H30ClN3O4S.

Each atom is followed by the atoms it is bonded to, with distances in Å.
Geometry (Å):
1 C 0.82115 -1.31359 -4.29819  C2 1.525, H30 1.086, H31 1.087, H32 1.087
2 C 2.30155 -1.23744 -3.93854  C1 1.525, O3 1.418, H33 1.096, H34 1.093
3 O 2.53786 -1.46335 -2.55908  C2 1.418, C4 1.348
4 C 2.28025 -0.49795 -1.65355  O3 1.348, C5 1.394, C28 1.408
5 C 1.86123 0.80143 -1.93718  C4 1.394, C6 1.385, H35 1.078
6 C 1.60363 1.69678 -0.91240  C5 1.385, C7 1.379, H36 1.078
7 C 1.76071 1.30523 0.40048  C6 1.379, S8 1.792, C27 1.383
8 S 1.29611 2.43793 1.70890  C7 1.792, O9 1.431, O10 1.436, N11 1.676
9 O 1.95856 3.69408 1.52924  S8 1.431
10 O 1.43617 1.76366 2.96846  S8 1.436
11 N -0.31139 2.65797 1.28976  S8 1.676, C12 1.450, C26 1.443
12 C -0.95996 3.83333 1.83756  N11 1.450, C13 1.527, H37 1.091, H38 1.100
13 C -2.26877 4.07652 1.08868  C12 1.527, C14 1.527, H39 1.090, H40 1.092
14 C -3.15784 2.83578 1.14607  C13 1.527, C15 1.530, H41 1.091, H42 1.091
15 C -2.38555 1.62810 0.61079  C14 1.530, C16 1.526, C26 1.533, H43 1.093
16 C -3.21586 0.35167 0.70408  C15 1.526, O17 1.217, N18 1.354
17 O -4.13832 0.25331 1.49120  C16 1.217
18 N -2.88283 -0.66382 -0.12670  C16 1.354, C19 1.443, C25 1.450
19 C -1.77622 -0.75467 -1.04898  N18 1.443, C20 1.531, H44 1.088, H45 1.097
20 C -0.83459 -1.88476 -0.62575  C19 1.531, N21 1.448, H46 1.089, H47 1.107
21 N -1.55766 -3.13920 -0.58666  C20 1.448, C22 1.455, C24 1.453
22 C -0.68619 -4.27691 -0.33555  N21 1.455, C23 1.525, H48 1.093, H49 1.103
23 C 0.18411 -4.60553 -1.54359  C22 1.525, H50 1.087, H51 1.086, H52 1.087
24 C -2.63634 -3.04002 0.38145  N21 1.453, C25 1.527, H53 1.092, H54 1.105
25 C -3.59357 -1.92465 -0.03303  N18 1.450, C24 1.527, H55 1.090, H56 1.095
26 C -1.11159 1.46724 1.44910  N11 1.443, C15 1.533, H57 1.091, H58 1.099
27 C 2.19694 0.03108 0.71487  C7 1.383, C28 1.380, H59 1.078
28 C 2.45868 -0.86127 -0.30542  C4 1.408, C27 1.380, Cl29 1.720
29 Cl 2.98434 -2.45920 0.05409  C28 1.720
30 H 0.70357 -1.19833 -5.37187  C1 1.086
31 H 0.41795 -2.27881 -4.00254  C1 1.087
32 H 0.25303 -0.53447 -3.79553  C1 1.087
33 H 2.73759 -0.28256 -4.25291  C2 1.096
34 H 2.84555 -2.04529 -4.43456  C2 1.093
35 H 1.73266 1.12271 -2.95804  C5 1.078
36 H 1.27482 2.70167 -1.12060  C6 1.078
37 H -0.26493 4.66441 1.71322  C12 1.091
38 H -1.16124 3.69713 2.91010  C12 1.100
39 H -2.78284 4.92995 1.53146  C13 1.090
40 H -2.04202 4.31375 0.04759  C13 1.092
41 H -4.06182 2.98803 0.55445  C14 1.091
42 H -3.46467 2.63214 2.17273  C14 1.091
43 H -2.10480 1.83145 -0.42565  C15 1.093
44 H -1.21815 0.17745 -1.10622  C19 1.088
45 H -2.17968 -0.99381 -2.04113  C19 1.097
46 H -0.02819 -1.96389 -1.35310  C20 1.089
47 H -0.39091 -1.64054 0.35881  C20 1.107
48 H -1.33164 -5.13377 -0.12677  C22 1.093
49 H -0.04808 -4.10977 0.54905  C22 1.103
50 H -0.43227 -4.64866 -2.43790  C23 1.087
51 H 0.96943 -3.86849 -1.68680  C23 1.086
52 H 0.65681 -5.57309 -1.39693  C23 1.087
53 H -3.17852 -3.98747 0.40264  C24 1.092
54 H -2.25474 -2.83163 1.39691  C24 1.105
55 H -4.39126 -1.80729 0.70086  C25 1.090
56 H -4.02272 -2.16097 -1.01219  C25 1.095
57 H -0.51291 0.61797 1.11558  C26 1.091
58 H -1.38085 1.30567 2.50253  C26 1.099
59 H 2.31655 -0.24473 1.75052  C27 1.078

Calculated values
Gap between HOMO and LUMO   0.3433 Ha
ΔE to the lowest compared entry with this formula, charge and spin   3.80 kcal/mol
HOMO energy   -8.898 eV
Structure (SMILES)   CCOc1ccc(S(=O)(=O)N2CCC[C@H](C(=O)N3CCN(CC)CC3)C2)cc1Cl
E_tot   -57245.23365 eV